# 1
{
  "formula": "C47H40BrCl4GeN4O10S2Ti",
  "method": "wB97M-V/def2-TZVPD",
  "species": ["Ti", "O", "C", "O", "C", "C", "Cl", "N", "N", "C", "C", "O", "O", "C", "C", "C", "C", "C", "C", "H", "H", "H", "H", "H", "H", "N", "S", "C", "C", "C", "C", "C", "C", "C", "C", "C", "C", "C", "C", "H", "H", "H", "H", "H", "H", "H", "H", "H", "H", "H", "Cl", "Ge", "Cl", "Cl", "C", "C", "C", "C", "C", "C", "C", "S", "O", "O", "N", "C", "C", "C", "O", "O", "H", "H", "H", "H", "H", "H", "H", "H", "H", "H", "H", "H", "C", "C", "C", "C", "C", "C", "C", "H", "H", "H", "H", "H", "H", "H", "Br", "C", "C", "C", "C", "C", "C", "C", "O", "O", "H", "H", "H", "H"],
  "positions_angstrom": [[-0.875, 1.742, 0.274], [-0.592, 1.550, 6.205], [-1.554, 0.723, 5.864], [-2.185, 0.097, 6.687], [-1.838, 0.574, 4.408], [-2.869, -0.177, 3.878], [-4.029, -1.146, 4.654], [-2.781, -0.142, 2.531], [-1.743, 0.606, 2.156], [-1.169, 1.045, 3.256], [-0.078, 2.068, 3.082], [0.476, 2.520, 4.066], [0.154, 2.388, 1.881], [-3.565, -0.823, 1.540], [-2.890, -1.584, 0.594], [-3.633, -2.288, -0.343], [-5.017, -2.210, -0.337], [-5.670, -1.417, 0.595], [-4.944, -0.712, 1.545], [-0.127, 1.948, 5.397], [-1.806, -1.598, 0.583], [-3.122, -2.893, -1.091], [-5.588, -2.758, -1.078], [-6.750, -1.332, 0.581], [-5.434, -0.071, 2.263], [0.413, 2.892, -0.856], [1.951, 2.419, -1.121], [2.237, 2.757, -2.862], [1.145, 2.957, -3.685], [1.376, 3.203, -5.034], [2.669, 3.235, -5.536], [3.752, 3.012, -4.692], [3.537, 2.766, -3.345], [2.868, 3.834, -0.469], [3.915, 3.546, 0.393], [4.650, 4.581, 0.961], [4.328, 5.896, 0.664], [3.275, 6.179, -0.201], [2.546, 5.151, -0.775], [0.414, 3.868, -0.561], [0.141, 2.892, -3.274], [0.530, 3.357, -5.693], [2.838, 3.423, -6.590], [4.763, 3.026, -5.082], [4.372, 2.590, -2.675], [4.141, 2.512, 0.632], [5.458, 4.355, 1.645], [4.887, 6.706, 1.116], [3.010, 7.206, -0.420], [1.722, 5.375, -1.443], [-0.950, 5.819, 0.333], [-2.685, 4.627, -0.663], [-4.308, 6.207, -0.203], [-3.083, 3.238, 1.268], [-2.334, -6.228, 0.733], [-2.151, -5.532, -0.589], [-0.996, -4.810, -0.856], [-0.838, -4.119, -2.053], [-1.860, -4.166, -2.985], [-3.022, -4.894, -2.747], [-3.159, -5.574, -1.554], [-1.734, -3.255, -4.489], [-0.354, -2.927, -4.699], [-2.481, -3.933, -5.519], [-2.629, -1.929, -4.113], [-1.990, -0.865, -3.307], [-3.024, 0.217, -3.059], [-2.359, 1.379, -2.338], [-1.907, 2.300, -2.999], [-2.329, 1.268, -1.046], [-1.381, -6.351, 1.248], [-2.788, -7.213, 0.604], [-2.992, -5.645, 1.383], [-0.203, -4.764, -0.125], [0.065, -3.542, -2.242], [-3.802, -4.917, -3.499], [-4.065, -6.140, -1.356], [-3.038, -1.573, -4.974], [-1.115, -0.453, -3.811], [-1.638, -1.293, -2.364], [-3.866, -0.173, -2.493], [-3.376, 0.600, -4.020], [2.241, 0.027, 2.271], [2.696, 0.189, 3.585], [2.076, -0.502, 4.658], [2.482, -0.308, 5.961], [3.527, 0.570, 6.250], [4.157, 1.256, 5.212], [3.754, 1.075, 3.906], [1.406, -0.616, 2.037], [2.687, 0.564, 1.445], [1.255, -1.178, 4.436], [1.973, -0.827, 6.765], [3.836, 0.730, 7.276], [4.960, 1.951, 5.434], [4.227, 1.633, 3.103], [3.906, -5.622, -0.252], [2.929, -4.001, -0.496], [1.946, -3.634, 0.433], [1.234, -2.471, 0.256], [1.493, -1.591, -0.845], [2.505, -2.005, -1.772], [3.201, -3.175, -1.602], [0.793, -0.366, -1.034], [0.981, 0.399, -2.029], [-0.057, 0.007, -0.071], [1.748, -4.271, 1.289], [0.465, -2.203, 0.973], [2.702, -1.370, -2.628], [3.962, -3.467, -2.317]],
  "lowdin_spin": [0.96, 0.00, 0.00, 0.00, 0.00, 0.00, 0.00, 0.00, 0.00, 0.01, 0.01, 0.00, 0.01, 0.00, 0.00, 0.00, 0.00, 0.00, 0.00, 0.00, 0.00, 0.00, 0.00, 0.00, 0.00, 0.01, 0.02, 0.00, 0.00, 0.00, 0.00, 0.00, 0.00, 0.00, 0.00, 0.00, 0.00, 0.00, 0.00, 0.00, 0.00, 0.00, 0.00, 0.00, 0.00, 0.00, 0.00, 0.00, 0.00, 0.00, 0.00, 0.01, 0.00, 0.01, 0.00, 0.00, 0.00, 0.00, 0.00, 0.00, 0.00, 0.00, 0.00, 0.00, 0.00, 0.00, 0.00, 0.00, 0.00, 0.00, 0.00, 0.00, 0.00, 0.00, 0.00, 0.00, 0.00, 0.00, 0.00, 0.00, 0.00, 0.00, 0.50, 0.05, 0.12, -0.01, 0.14, -0.01, 0.12, 0.03, 0.03, 0.00, 0.00, 0.01, 0.00, 0.00, 0.04, 0.19, 0.02, 0.11, 0.13, 0.10, 0.03, 0.15, 0.11, 0.06, 0.00, 0.01, 0.01, 0.00],
  "s2": 3.81,
  "e_tot_ha": -10924.38185,
  "gap_ev": [3.766, 7.367],
  "multiplicity": 4,
  "fmax_ev_per_a": 1.47,
  "lumo_ha": [0.1348, 0.1325],
  "e_above_lowest_kcal_mol": 0.0,
  "molar_mass_g_mol": 1227.18,
  "total_charge": -2
}

# 2
{
  "formula": "C47H40Cl2CrI2N5O9S",
  "method": "wB97M-V/def2-TZVPD",
  "species": ["Cr", "C", "O", "C", "C", "C", "C", "C", "C", "C", "N", "C", "C", "N", "C", "C", "C", "C", "N", "C", "C", "N", "C", "C", "C", "C", "H", "H", "H", "H", "H", "H", "H", "H", "H", "H", "H", "H", "H", "H", "Cl", "C", "C", "C", "Cl", "C", "O", "C", "C", "O", "C", "H", "H", "H", "C", "C", "C", "C", "C", "C", "C", "S", "O", "O", "N", "C", "C", "C", "O", "O", "H", "H", "H", "H", "H", "H", "H", "H", "H", "H", "H", "H", "I", "I", "C", "C", "C", "C", "C", "C", "C", "C", "C", "C", "O", "O", "H", "H", "H", "H", "H", "H", "H", "H", "H", "H", "H"],
  "positions_angstrom": [[-0.652, -0.453, 0.752], [8.122, -11.295, -1.573], [8.043, -10.403, -0.480], [7.136, -9.391, -0.558], [6.225, -9.231, -1.596], [5.338, -8.165, -1.574], [5.340, -7.250, -0.529], [6.254, -7.431, 0.510], [7.145, -8.484, 0.499], [4.384, -6.139, -0.548], [3.369, -6.029, -1.368], [2.757, -4.848, -1.022], [3.418, -4.239, 0.009], [4.471, -5.074, 0.309], [3.033, -2.987, 0.583], [3.768, -2.333, 1.576], [3.337, -1.118, 2.029], [2.124, -0.625, 1.554], [1.375, -1.252, 0.657], [1.854, -2.393, 0.090], [1.184, -2.991, -1.074], [0.189, -2.293, -1.621], [-0.429, -2.771, -2.677], [-0.098, -3.999, -3.262], [0.936, -4.723, -2.726], [1.617, -4.213, -1.615], [8.947, -11.969, -1.356], [8.325, -10.764, -2.507], [7.201, -11.875, -1.680], [6.192, -9.926, -2.422], [4.626, -8.032, -2.376], [6.270, -6.757, 1.358], [7.852, -8.629, 1.305], [5.168, -4.936, 1.017], [4.677, -2.777, 1.966], [3.881, -0.557, 2.775], [1.730, 0.305, 1.934], [-1.231, -2.166, -3.086], [-0.649, -4.352, -4.123], [1.248, -5.671, -3.144], [-2.472, 6.619, 1.235], [-1.754, 5.031, 1.180], [-0.358, 4.917, 1.247], [0.235, 3.687, 1.206], [1.959, 3.554, 1.303], [-0.519, 2.478, 1.086], [0.088, 1.360, 1.044], [-1.930, 2.640, 1.034], [-2.805, 1.507, 1.003], [-2.494, 0.318, 0.927], [-2.528, 3.912, 1.085], [0.254, 5.804, 1.333], [-3.879, 1.731, 1.047], [-3.607, 3.992, 1.050], [-7.777, -3.408, -3.494], [-6.686, -2.409, -3.743], [-6.386, -1.427, -2.801], [-5.383, -0.496, -3.030], [-4.649, -0.566, -4.205], [-4.912, -1.557, -5.141], [-5.933, -2.459, -4.910], [-3.380, 0.582, -4.649], [-2.335, -0.174, -5.307], [-3.964, 1.657, -5.407], [-2.872, 1.199, -3.218], [-1.616, 1.975, -3.357], [-0.281, 1.227, -3.202], [0.060, 0.578, -1.846], [1.226, 0.467, -1.524], [-0.931, 0.155, -1.115], [-8.647, -2.933, -3.039], [-7.435, -4.178, -2.810], [-8.091, -3.887, -4.422], [-6.940, -1.390, -1.871], [-5.178, 0.272, -2.296], [-4.319, -1.613, -6.044], [-6.148, -3.222, -5.649], [-2.734, 0.476, -2.504], [-1.668, 2.776, -2.616], [-1.655, 2.440, -4.343], [0.532, 1.930, -3.389], [-0.226, 0.447, -3.965], [-1.850, -2.878, 1.016], [-2.835, -5.830, 1.152], [1.617, -1.478, 8.709], [0.994, -1.086, 7.396], [1.468, -0.005, 6.672], [0.887, 0.374, 5.462], [1.432, 1.563, 4.711], [-0.192, -0.355, 4.981], [-0.688, -1.456, 5.686], [-1.828, -2.260, 5.125], [-0.088, -1.802, 6.886], [-0.821, 0.025, 3.660], [-1.678, 0.894, 3.597], [-0.360, -0.686, 2.684], [2.532, -0.915, 8.894], [1.865, -2.541, 8.727], [0.936, -1.290, 9.542], [2.311, 0.565, 7.053], [1.328, 2.474, 5.303], [0.918, 1.728, 3.766], [2.496, 1.436, 4.496], [-1.499, -2.859, 4.274], [-2.625, -1.610, 4.759], [-2.242, -2.928, 5.880], [-0.470, -2.654, 7.439]],
  "lowdin_spin": [3.04, 0.00, 0.00, 0.00, 0.00, 0.00, 0.00, 0.00, 0.00, 0.00, 0.00, 0.00, 0.00, 0.00, 0.00, 0.01, 0.00, 0.01, -0.01, 0.00, 0.00, 0.01, 0.00, 0.00, 0.00, 0.00, 0.00, 0.00, 0.00, 0.00, 0.00, 0.00, 0.00, 0.00, 0.00, 0.00, 0.00, 0.00, 0.00, 0.00, 0.00, 0.00, 0.00, 0.00, 0.00, 0.00, 0.01, 0.00, 0.01, 0.01, 0.00, 0.00, 0.00, 0.00, 0.00, 0.00, 0.00, 0.00, 0.00, 0.00, 0.00, 0.00, 0.00, 0.00, 0.00, 0.00, 0.00, 0.01, 0.01, 0.01, 0.00, 0.00, 0.00, 0.00, 0.00, 0.00, 0.00, 0.00, 0.00, 0.00, 0.00, 0.00, 0.20, 0.65, 0.00, 0.00, 0.00, 0.00, 0.00, 0.00, 0.00, 0.00, 0.00, 0.01, 0.01, 0.02, 0.00, 0.00, 0.00, 0.00, 0.00, 0.00, 0.00, 0.00, 0.00, 0.00, 0.00],
  "s2": 6.04,
  "e_tot_ha": -5724.73704,
  "gap_ev": [7.234, 6.304],
  "multiplicity": 5,
  "fmax_ev_per_a": 0.97,
  "lumo_ha": [0.0668, 0.0229],
  "molar_mass_g_mol": 1227.64,
  "total_charge": -1
}